No. 1
Entry from the Open Molecules 2025 dataset: a molecular structure, H12LiO6 in a non-equilibrium geometry (the ωB97M-V functional and the def2-TZVPD basis).

Summary:
- total energy (eV) = -12681.4676
- HOMO level (eV) = -15.18
- charge = +1
- gap between HOMO and LUMO (eV) = 12.06
- largest force on an atom (eV Å⁻¹) = 3.57
- energy relative to the best compared isomer or geometry (same formula, charge and spin) (kJ/mol) = 67.7

Positions of all 19 atoms, in Å:
Li -0.06373 0.27655 0.21133
O -1.44399 1.06777 -1.20179
H -1.75123 2.03673 -1.05916
H -1.09086 1.15285 -2.14435
O 1.19844 -0.40924 -2.07011
H 1.17732 -1.39706 -1.91780
H 1.71477 -0.12216 -2.81538
O 1.35982 -0.81199 1.06677
H 2.15703 -1.06673 0.61884
H 1.17867 -1.47913 1.71450
O 0.86606 2.11114 1.08369
H 0.40709 2.89145 0.77888
H 1.54016 2.56523 1.63452
O -0.75633 -2.16330 -0.52533
H -0.39562 -2.92569 -0.87819
H -1.49301 -1.86209 -0.99391
O -1.52667 0.07277 1.79057
H -2.05076 -0.57226 2.33444
H -1.02718 0.63515 2.37248


No. 2
Entry from the Open Molecules 2025 dataset: a molecular structure, H12N2O12Zn3 in a non-equilibrium geometry (the ωB97M-V functional and the def2-TZVPD basis).

Summary:
- total energy (eV) = -172945.9312
- HOMO level (eV) = -20.76
- charge = +4
- gap between HOMO and LUMO (eV) = 2.21
- largest force on an atom (eV Å⁻¹) = 3.41

Positions of all 29 atoms, in Å:
Zn 0.60739 2.40138 -2.07627
Zn -0.63951 -3.09719 -3.17409
Zn -0.72389 -1.20445 2.22856
N -0.45213 -0.61353 -1.00462
O -0.77671 -1.53244 -1.80102
O -0.28944 0.53725 -1.41879
O -0.33723 -0.84107 0.21177
N 2.78050 1.45531 0.11394
O 2.69944 0.31732 0.60807
O 3.51771 2.28319 0.58648
O 2.10056 1.73761 -0.90864
O -2.75708 -1.31132 1.90347
H -3.36790 -1.75204 2.51403
H -3.31312 -0.71677 1.38490
O 1.23302 -1.15832 2.66342
H 1.91805 -0.55824 2.31230
H 1.62038 -1.55238 3.45892
O 1.33140 1.53306 -3.68600
H 1.64003 1.87646 -4.53990
H 1.50897 0.58771 -3.71257
O -1.19728 2.90827 -2.85293
H -1.50759 3.82649 -2.92215
H -1.98519 2.36489 -2.98573
O -0.88070 0.76440 2.48370
H -0.64670 1.10300 3.36255
H -0.83769 1.53328 1.90553
O -0.38389 -3.24897 1.86621
H -0.14919 -3.68320 1.04152
H -0.71223 -3.95969 2.43736


No. 3
Entry from the Open Molecules 2025 dataset: 2 unconnected molecules or ions with the total composition H12N2Si4 in a non-equilibrium geometry (the ωB97M-V functional and the def2-TZVPD basis).

Summary:
- total energy (eV) = -34683.5829
- HOMO level (eV) = -7.10
- gap between HOMO and LUMO (eV) = 7.21
- largest force on an atom (eV Å⁻¹) = 2.31
- energy relative to the best compared isomer or geometry (same formula, charge and spin) (kJ/mol) = 102.8

Positions of all 18 atoms, in Å:
N 2.00499 -0.62291 2.46128
N -1.75482 2.33439 1.11705
Si 2.10030 -1.64274 -0.65493
Si -1.86919 0.92226 -1.83170
Si 1.63287 -0.00728 0.88249
Si -1.48645 0.76371 0.42276
H 2.01564 0.00390 3.25142
H 1.61668 -1.51033 2.73948
H -1.83631 2.42168 2.11597
H -1.21484 3.10819 0.76258
H 3.30163 -1.43562 -1.47216
H 2.25848 -2.98690 -0.08760
H 0.97702 -1.73160 -1.59557
H -2.44820 2.18017 -2.31722
H -0.59903 0.76933 -2.55193
H -2.76385 -0.13154 -2.32683
H 2.44591 1.22255 0.87100
H -2.41257 -0.05508 1.22781


No. 4
Entry from the Open Molecules 2025 dataset: 2 unconnected molecules or ions with the total composition H12N6Si2 in a non-equilibrium geometry (the ωB97M-V functional and the def2-TZVPD basis).

Summary:
- total energy (eV) = -24893.6162
- HOMO level (eV) = -7.02
- gap between HOMO and LUMO (eV) = 7.86
- largest force on an atom (eV Å⁻¹) = 5.35
- energy relative to the best compared isomer or geometry (same formula, charge and spin) (kJ/mol) = 30.8

Positions of all 20 atoms, in Å:
N -1.57788 -0.52454 1.96819
N -1.14810 2.18080 0.87397
N -2.67370 0.21562 -0.59394
N 1.61463 -1.79329 0.65075
N 1.41722 -1.11415 -2.29552
N 2.53148 0.56755 -0.61651
Si -1.36905 0.43151 0.48760
Si 1.36323 -0.66095 -0.57920
H -1.00445 -1.38418 1.89745
H -1.24925 0.08078 2.80305
H -1.04294 2.80157 0.06739
H -1.74913 2.61608 1.59911
H -2.50236 0.40848 -1.65477
H -3.65831 0.19513 -0.29839
H 0.94426 -2.10953 1.26073
H 2.45093 -1.97906 1.18256
H 1.92186 -0.54705 -2.97802
H 0.65724 -1.59595 -2.61689
H 2.54665 0.95426 0.22224
H 2.52766 1.25692 -1.37979


No. 5
Entry from the Open Molecules 2025 dataset: a molecular structure, H12O22S4Zn in a non-equilibrium geometry (the ωB97M-V functional and the def2-TZVPD basis).

Summary:
- total energy (eV) = -136984.0544
- HOMO level (spin up / spin down) (eV) = 6.51 / 6.51
- multiplicity = 2
- charge = -5
- gap between HOMO and LUMO (spin up / spin down) (eV) = 4.08 / 3.71
- largest force on an atom (eV Å⁻¹) = 6.76

Positions of all 39 atoms, in Å:
Zn 5.11633 13.52504 -6.12756
S 2.02399 13.51632 -6.93469
O 3.40111 13.25104 -6.87912
O 1.47924 12.87347 -8.07530
O 1.38854 12.86595 -5.86299
O 1.78898 14.96501 -6.94350
S 3.69297 12.46525 -3.21840
O 2.29483 12.73405 -3.38156
O 3.82456 11.12158 -2.68709
O 4.32891 12.53494 -4.54092
O 4.17372 13.41442 -2.22139
S 7.95461 12.93171 -4.85053
O 8.48577 13.28625 -3.50889
O 7.44054 11.57419 -4.81442
O 6.84062 13.80406 -5.21638
O 8.89974 13.10672 -5.91145
S 6.67674 15.16116 -8.47298
O 8.02322 14.68138 -8.06572
O 6.60294 16.60518 -8.20370
O 6.49517 14.88273 -9.89177
O 5.65416 14.51703 -7.67906
O 3.93284 11.67572 -9.03831
H 3.42119 12.15935 -9.68681
H 3.69874 12.07595 -8.20091
O 3.57955 10.02623 -5.80842
H 3.76457 10.93783 -5.58263
H 3.23988 9.64290 -4.99977
O 5.76929 11.79158 -7.02191
H 5.96303 11.69175 -7.95397
H 6.57842 11.53459 -6.57974
O 4.37050 15.38021 -5.11700
H 3.42580 15.53113 -5.08558
H 4.74609 16.24431 -5.28580
O 3.50672 15.24321 -9.05309
H 3.48759 14.82868 -9.91566
H 4.19288 14.77536 -8.57715
O 6.35950 14.65338 -2.83978
H 5.64131 14.08402 -2.56362
H 6.51244 14.41982 -3.75536


No. 6
Entry from the Open Molecules 2025 dataset: a molecular structure, H12O5S in a non-equilibrium geometry (the ωB97M-V functional and the def2-TZVPD basis).

Summary:
- total energy (eV) = -21259.0381
- HOMO level (eV) = -9.86
- gap between HOMO and LUMO (eV) = 3.47
- largest force on an atom (eV Å⁻¹) = 1.29
- energy relative to the best compared isomer or geometry (same formula, charge and spin) (kJ/mol) = 868.8

Positions of all 18 atoms, in Å:
S -2.18390 -0.20176 -0.08683
H -3.28986 -0.93996 0.09228
H 0.13866 2.06517 0.20653
H 3.19077 0.27638 0.25676
H 1.84987 0.56845 1.10756
O 2.26333 0.39808 0.04122
H -0.12053 -0.92779 -0.43531
H 1.26051 -0.61302 -0.87278
O 0.51249 -1.21708 -1.08754
H 2.13075 0.99203 2.82865
H 0.50640 1.65337 -0.30411
O 1.40293 0.95224 2.19986
H -0.24513 1.15926 -3.69708
H -0.78138 0.66792 -2.32202
O -0.09526 1.20557 -2.74155
H 0.54629 -0.41655 2.05202
H -0.84246 -0.89653 1.62281
O 0.03348 -1.22631 1.87965


No. 7
Entry from the Open Molecules 2025 dataset: 6 unconnected molecules or ions with the total composition H12O6 (the ωB97M-V functional and the def2-TZVPD basis).

Summary:
- total energy (eV) = -12479.4238
- HOMO level (eV) = -11.31
- SMILES string = O.O.O.O.O.O
- gap between HOMO and LUMO (eV) = 11.78
- largest force on an atom (eV Å⁻¹) = 0.37
- energy relative to the best compared isomer or geometry (same formula, charge and spin) (kJ/mol) = 163.1

Positions of all 18 atoms, in Å:
O -15.04528 11.25714 6.52230
H -14.73444 10.82193 5.72844
H -15.76825 10.70971 6.82870
O -16.62347 11.72427 11.39588
H -16.25430 11.55524 12.26270
H -16.10236 11.18251 10.80329
O -11.52372 11.52762 4.16770
H -11.90419 12.35086 4.47389
H -10.63638 11.76034 3.89437
O -19.14793 8.52678 5.77570
H -19.81354 8.78852 6.41185
H -19.50175 8.80364 4.93048
O -13.73745 8.70259 2.54483
H -13.04489 9.19282 2.98784
H -13.86188 9.16087 1.71371
O -15.80652 15.41714 7.88554
H -15.94980 14.47366 7.81105
H -15.81183 15.58705 8.82753


No. 8
Entry from the Open Molecules 2025 dataset: 6 unconnected molecules or ions with the total composition H12O6 in a non-equilibrium geometry (the ωB97M-V functional and the def2-TZVPD basis).

Summary:
- total energy (eV) = -12480.0626
- HOMO level (eV) = -10.95
- SMILES string = O.O.O.O.O.O
- gap between HOMO and LUMO (eV) = 11.23
- largest force on an atom (eV Å⁻¹) = 3.34
- energy relative to the best compared isomer or geometry (same formula, charge and spin) (kJ/mol) = 101.4

Positions of all 18 atoms, in Å:
O 2.08801 -1.12161 0.09843
H 2.79976 -1.78973 0.27342
H 1.34685 -1.09689 0.68506
O -0.22763 -0.92121 1.50697
H -0.89679 -1.33413 0.96191
H -0.37938 0.04538 1.45395
O -1.17979 1.67813 0.81289
H -0.38123 1.68037 0.22787
H -1.83497 1.05490 0.40015
O -2.59532 -0.75678 -0.34780
H -3.07412 -0.47734 -1.12409
H -1.63382 -0.71504 -0.71598
O -0.17229 -0.37280 -1.13836
H 0.64099 -0.96979 -0.90676
H 0.26625 0.50042 -1.40757
O 1.39954 1.48754 -0.22849
H 1.77819 2.28259 -0.56595
H 2.05576 0.82601 0.01433


No. 9
Entry from the Open Molecules 2025 dataset: 6 unconnected molecules or ions with the total composition H12O6 in a non-equilibrium geometry (the ωB97M-V functional and the def2-TZVPD basis).

Summary:
- total energy (eV) = -12479.7502
- HOMO level (eV) = -10.71
- SMILES string = O.O.O.O.O.O
- gap between HOMO and LUMO (eV) = 10.88
- largest force on an atom (eV Å⁻¹) = 2.46
- energy relative to the best compared isomer or geometry (same formula, charge and spin) (kJ/mol) = 131.6

Positions of all 18 atoms, in Å:
O -2.40300 -1.33578 -1.42617
H -2.95600 -1.33578 -2.18417
H -2.95300 -1.31978 -0.64017
O 2.76500 1.84522 -1.64417
H 3.06100 1.46222 -0.82917
H 1.82200 1.93022 -1.49317
O -0.19200 2.00322 2.39983
H 0.00900 2.95222 2.49483
H -0.10900 1.75122 1.48783
O 1.09900 -1.65878 -1.45717
H 0.17900 -1.52178 -1.30317
H 1.33100 -2.34878 -0.87217
O -0.33500 -1.27978 1.67283
H 0.25200 -0.94278 2.30383
H -0.89600 -1.83878 2.22483
O 0.06600 0.81722 -0.18117
H -0.61000 0.85222 -0.85617
H -0.13000 -0.03178 0.30283


No. 10
Entry from the Open Molecules 2025 dataset: 6 unconnected molecules or ions with the total composition H12O6 in a non-equilibrium geometry (the ωB97M-V functional and the def2-TZVPD basis).

Summary:
- total energy (eV) = -12479.6307
- HOMO level (eV) = -10.36
- SMILES string = O.O.O.O.O.O
- gap between HOMO and LUMO (eV) = 10.46
- largest force on an atom (eV Å⁻¹) = 2.73
- energy relative to the best compared isomer or geometry (same formula, charge and spin) (kJ/mol) = 143.1

Positions of all 18 atoms, in Å:
O -0.97318 -18.62096 18.67653
H -0.26202 -18.02999 18.49760
H -0.83065 -19.35433 18.07343
O -1.94992 -13.86721 22.26465
H -2.32849 -13.14429 22.77256
H -2.17711 -14.65175 22.74409
O 1.67654 -16.57005 20.23542
H 0.83171 -16.41836 20.59375
H 1.67660 -16.44765 19.28045
O 0.86692 -14.24598 21.65044
H 0.93705 -14.23168 20.67495
H -0.06541 -14.21713 21.80000
O -1.08468 -16.87740 21.15613
H -1.34975 -17.24420 20.29927
H -0.85314 -17.63351 21.66180
O -3.71200 -18.09584 18.17690
H -2.83414 -18.29885 18.39208
H -4.00466 -18.78870 17.57575